#A
One molecule with the formula C5H8O2S, computed with the ωB97M-V functional and the def2-TZVPD basis.

Atoms and positions in Å:
C -0.72 -0.36 -1.34
C 0.55 -1.16 -1.14
C 0.21 0.02 -0.27
C 0.17 -0.54 1.10
C 0.71 1.90 0.82
H -2.56 -0.45 0.10
H -0.60 0.42 -2.01
H 1.38 -1.29 -2.07
H 0.12 -2.03 -0.47
H 0.99 -1.24 1.64
H -0.88 -0.84 1.30
H 1.71 1.88 1.27
H 0.18 2.87 0.91
O 0.20 0.77 1.76
O 0.80 1.32 -0.41
S -2.26 -1.29 -1.19

Values from the calculation:
Spin multiplicity = 1
Net charge = 0
Lowest unoccupied orbital energy = 0.52 eV
HOMO = -0.3382 Eh
HOMO-LUMO gap = 9.72 eV
SMILES = S[C@@H]1C[C@]12COCO2

#B
One molecule with the formula C5H8O2S, computed with the ωB97M-V functional and the def2-TZVPD basis.

Atoms and positions in Å:
C -1.37 -0.31 1.10
C -1.91 -0.01 -0.37
C 0.38 0.40 -0.56
C 0.60 1.70 -0.14
C 1.40 -0.76 -0.80
H -1.13 0.57 1.85
H -2.10 -1.14 1.69
H -0.32 -0.81 0.94
H -0.29 2.40 -0.24
H 1.42 2.19 0.44
H 1.39 -0.80 -1.84
H 0.97 -1.70 -0.56
H 2.59 -1.04 0.70
O -0.90 0.30 -1.30
O 2.78 -0.70 -0.32
S -3.50 -0.30 -0.58

Values from the calculation:
Spin multiplicity = 1
Net charge = 0
Lowest unoccupied orbital energy = 0.15 eV
HOMO = -0.3224 Eh
HOMO-LUMO gap = 8.93 eV
SMILES = C=C(CO)OC(C)=S

#C
One molecule with the formula C5H8O2S, computed with the ωB97M-V functional and the def2-TZVPD basis.

Atoms and positions in Å:
C -0.83 -0.02 0.65
C -0.25 0.54 1.88
C -0.03 -0.42 -0.53
C 1.47 -0.48 -0.58
C -0.58 -0.37 -1.91
O -0.21 2.37 3.63
O -0.69 -1.38 0.32
S -0.82 2.07 2.32
H -1.93 0.45 0.41
H 0.38 -0.01 2.49
H 1.91 -0.02 0.26
H 1.77 0.17 -1.38
H 1.86 -1.53 -0.70
H -0.23 0.51 -2.40
H -1.64 -0.50 -2.00
H -0.18 -1.37 -2.46

Values from the calculation:
Spin multiplicity = 1
Net charge = 0
Lowest unoccupied orbital energy (alpha / beta) = -0.70 / -0.70 eV
HOMO (alpha / beta) = -0.3318 / -0.3318 Eh
HOMO-LUMO gap (alpha / beta) = 8.33 / 8.33 eV

#D
One molecule with the formula C5H8O2S, computed with the ωB97M-V functional and the def2-TZVPD basis.

Atoms and positions in Å:
C -0.01 -1.13 -0.17
C -1.37 -0.47 -0.40
C -1.22 0.96 0.16
C 0.29 1.22 0.10
C 0.96 0.01 -0.54
H 1.00 -1.54 1.42
H 0.13 -2.01 -0.77
H -1.62 -0.47 -1.45
H -2.17 -1.01 0.12
H -1.73 1.76 -0.38
H -1.55 1.04 1.22
H 0.94 0.16 -1.62
H 2.75 0.95 0.59
O 0.07 -1.42 1.22
O 0.86 2.18 0.55
S 2.68 -0.23 -0.04

Values from the calculation:
Spin multiplicity = 1
Net charge = 0
Lowest unoccupied orbital energy = 0.68 eV
HOMO = -0.3514 Eh
HOMO-LUMO gap = 10.24 eV
SMILES = O=C1CC[C@H](O)[C@@H]1S

Least stable structure: #A

#A
One molecule with the formula C5H8O2S, computed with the ωB97M-V functional and the def2-TZVPD basis.

Atoms and positions in Å:
C -1.21 -0.75 0.13
C -1.12 0.75 0.36
C 1.18 1.50 -0.21
C 1.98 0.47 -0.27
C 0.09 -1.45 0.49
H -0.80 -0.23 -1.87
H -2.11 -1.20 0.69
H -0.82 1.00 1.39
H -2.04 1.12 0.13
H 1.45 2.58 -0.13
H 3.02 0.70 -0.11
H 0.13 -2.53 0.14
H 0.31 -1.37 1.59
O -1.48 -0.78 -1.31
O -0.20 1.33 -0.57
S 1.64 -1.16 -0.44

Values from the calculation:
Spin multiplicity = 1
Net charge = 0
Lowest unoccupied orbital energy = 0.79 eV
HOMO = -0.3154 Eh
HOMO-LUMO gap = 9.38 eV
SMILES = O[C@@H]1COC=CSC1

#B
One molecule with the formula C5H8O2S, computed with the ωB97M-V functional and the def2-TZVPD basis.

Atoms and positions in Å:
C -0.44 -0.77 0.96
C -0.02 -0.45 -0.56
C -0.03 0.70 1.32
C 0.44 0.96 -0.20
C -1.18 -0.69 -1.61
O 2.50 -0.22 0.91
O 2.27 2.11 1.53
S 1.68 0.91 0.94
H -1.49 -1.10 1.00
H 0.09 -1.54 1.45
H 0.76 -1.18 -0.85
H -0.45 1.49 1.97
H 0.19 1.99 -0.96
H -1.95 0.08 -1.66
H -1.71 -1.67 -1.65
H -0.67 -0.62 -2.61

Values from the calculation:
Spin multiplicity = 1
Net charge = 0
Lowest unoccupied orbital energy = 0.75 eV
HOMO = -0.3711 Eh
HOMO-LUMO gap = 10.85 eV
SMILES = C[C@@H]1C[C@@H]2[C@H]1S2(=O)=O

#C
One molecule with the formula C5H8O2S, computed with the ωB97M-V functional and the def2-TZVPD basis.

Atoms and positions in Å:
C -2.00 -0.58 0.05
C -0.97 -0.24 -1.06
C 0.39 1.41 0.49
C 1.54 0.35 0.23
C 0.93 -1.02 0.00
H -2.08 -1.66 0.27
H -1.49 -0.40 -2.01
H -0.25 1.14 1.35
H 0.85 2.35 0.79
H 2.18 0.70 -0.55
H 2.14 0.39 1.17
H 0.35 -1.28 0.94
H 1.70 -1.82 -0.21
O -2.74 0.19 0.63
O 0.08 -1.12 -1.12
S -0.63 1.58 -0.97

Values from the calculation:
Spin multiplicity = 1
Net charge = 0
Lowest unoccupied orbital energy = 0.68 eV
HOMO = -0.3268 Eh
HOMO-LUMO gap = 9.58 eV
SMILES = O=C[C@@H]1OCCCS1

Least stable structure: #B

#A
A 2-piece molecular cluster, C3H3N3O overall, computed with the ωB97M-V functional and the def2-TZVPD basis.

Atoms and positions in Å:
N 2.26 -0.10 0.71
C 1.24 -0.24 0.05
N -0.73 0.93 -0.90
N -0.58 1.64 -1.86
O -1.67 -0.99 2.20
C -1.72 -0.19 1.40
C 0.09 -0.34 -0.57
H 3.09 0.20 0.20
H -1.46 1.06 -0.18
H -0.25 -1.28 -1.00

Values from the calculation:
Spin multiplicity = 1
Net charge = 0
Lowest unoccupied orbital energy = 0.63 eV
HOMO = -0.2993 Eh
HOMO-LUMO gap = 8.77 eV

#B
C3H3N3O as an isolated structure, computed with the ωB97M-V functional and the def2-TZVPD basis.

Atoms and positions in Å:
N -0.88 0.59 1.80
C -0.74 0.26 0.60
N -1.64 -0.35 -0.33
N -0.90 -0.10 -1.32
O 1.05 -1.77 -0.56
C 1.37 -0.61 -0.58
C 0.28 0.46 -0.46
H -1.83 0.30 2.07
H 2.43 -0.29 -0.75
H 0.78 1.45 -0.51

Values from the calculation:
Spin multiplicity = 1
Net charge = 0
Lowest unoccupied orbital energy = -0.45 eV
HOMO = -0.3765 Eh
HOMO-LUMO gap = 9.79 eV

Least stable structure: #A

#A
C3H3N3O as an isolated structure, computed with the ωB97M-V functional and the def2-TZVPD basis.

Atoms and positions in Å:
N -1.61 -0.32 -1.78
C -0.57 -0.35 -1.13
N 0.62 -1.24 1.11
N 0.48 -0.69 2.14
O 0.39 2.45 0.25
C 0.38 1.41 0.73
C 0.50 -0.20 -0.38
H -2.02 -1.22 -2.03
H 0.34 0.43 1.95
H 1.47 -0.25 -0.87

Values from the calculation:
Spin multiplicity = 1
Net charge = 0
Lowest unoccupied orbital energy = 0.28 eV
HOMO = -0.3093 Eh
HOMO-LUMO gap = 8.70 eV

#B
One molecule with the formula C3H3N3O, computed with the ωB97M-V functional and the def2-TZVPD basis.

Atoms and positions in Å:
O 2.16 -1.49 0.26
C 1.00 -1.47 0.13
N 0.82 1.98 0.10
N 0.42 0.81 0.07
C -0.94 0.55 -0.11
C -1.20 -0.77 -0.15
N -0.21 -1.73 0.00
H 1.84 1.92 0.21
H -1.67 1.34 -0.21
H -2.20 -1.17 -0.30

Values from the calculation:
Spin multiplicity = 1
Net charge = 0
Lowest unoccupied orbital energy = -0.34 eV
HOMO = -0.3460 Eh
HOMO-LUMO gap = 9.07 eV
SMILES = [H]/N=N/C=C\N=C=O

#C
A 2-piece molecular cluster, C3H3N3O overall, computed with the ωB97M-V functional and the def2-TZVPD basis.

Atoms and positions in Å:
N -2.11 -0.07 0.11
C -1.15 0.55 -0.30
N 0.16 -2.55 1.04
N 1.11 -2.58 1.61
O 1.39 -0.01 0.69
C 1.22 0.85 -0.15
C -0.09 1.26 -0.66
H -2.41 -0.91 -0.38
H 2.08 1.37 -0.61
H -0.19 2.11 -1.33

Values from the calculation:
Spin multiplicity = 1
Net charge = 0
Lowest unoccupied orbital energy = 0.54 eV
HOMO = -0.3554 Eh
HOMO-LUMO gap = 10.21 eV
SMILES = N=C=CC=O.N#N

#D
One molecule with the formula C3H3N3O, computed with the ωB97M-V functional and the def2-TZVPD basis.

Atoms and positions in Å:
C 1.49 0.31 -0.07
C -0.62 -1.20 0.08
C -0.72 0.89 -0.08
H 1.74 1.35 0.12
H -0.25 -2.15 0.40
H -0.36 1.94 0.13
N 0.14 -0.09 0.05
N -1.85 -0.92 -0.25
N -1.90 0.45 -0.14
O 2.33 -0.58 -0.23

Values from the calculation:
Spin multiplicity = 1
Net charge = 0
Lowest unoccupied orbital energy = -0.13 eV
HOMO = -0.3825 Eh
HOMO-LUMO gap = 10.27 eV
SMILES = O=Cn1cnnc1

Least stable structure: #A

#A
An isolated ion of composition C4H8N3 and charge +1, computed with the ωB97M-V functional and the def2-TZVPD basis.

Atoms and positions in Å:
C -2.11 0.45 0.45
C -0.86 1.10 0.33
C -0.70 -0.88 -0.54
C 1.28 0.49 -0.62
N -1.93 -0.79 -0.09
N -0.06 0.25 -0.32
N 2.23 -0.19 0.78
H -2.91 0.47 1.17
H -0.44 1.99 0.71
H -0.26 -1.64 -1.03
H 1.50 0.02 -1.54
H 1.46 1.48 -0.58
H -2.63 -1.54 -0.10
H 3.17 -0.02 0.34
H 2.26 -1.20 1.04

Values from the calculation:
Spin multiplicity = 1
Net charge = +1
Lowest unoccupied orbital energy = -3.55 eV
HOMO = -0.5068 Eh
HOMO-LUMO gap = 10.24 eV
SMILES = NC[n+]1cc[nH]c1

#B
An isolated ion of composition C4H8N3 and charge +1, computed with the ωB97M-V functional and the def2-TZVPD basis.

Atoms and positions in Å:
C 1.80 -0.93 0.11
C -0.44 0.12 -0.03
C 1.34 1.53 -0.04
C -2.47 -0.93 -0.03
N 0.98 0.14 0.02
N 2.22 -2.03 -0.08
N -1.09 -0.91 0.12
H 2.76 -0.75 0.84
H -0.69 1.22 -0.25
H 1.53 1.71 -1.00
H 2.36 1.63 0.42
H 0.64 2.28 0.47
H -3.06 -0.03 -0.12
H -2.82 -1.36 -1.10
H -3.05 -1.68 0.67

Values from the calculation:
Spin multiplicity = 1
Net charge = +1
Lowest unoccupied orbital energy (alpha / beta) = -7.84 / -7.84 eV
HOMO (alpha / beta) = -0.5254 / -0.5254 Eh
HOMO-LUMO gap (alpha / beta) = 6.46 / 6.46 eV

#C
An isolated ion of composition C4H8N3 and charge +1, computed with the ωB97M-V functional and the def2-TZVPD basis.

Atoms and positions in Å:
C -0.45 -0.97 -0.21
C 1.01 -1.46 0.05
C -0.50 0.61 -0.48
C 1.81 -0.23 0.17
N 2.22 0.91 -0.24
N -1.49 1.34 0.10
N 0.88 0.96 0.30
H -0.93 -1.39 -1.07
H -1.03 -1.15 0.59
H 1.10 -1.94 1.05
H 1.31 -2.24 -0.71
H -1.79 1.08 1.03
H -2.19 1.93 -0.34
H -0.57 1.00 -1.47
H 0.65 1.53 1.23

Values from the calculation:
Spin multiplicity = 1
Net charge = +1
Lowest unoccupied orbital energy = -4.75 eV
HOMO = -0.5342 Eh
HOMO-LUMO gap = 9.78 eV
SMILES = N[C@@H]1CCC2=N[N@H+]21

Least stable structure: #B

#A
An isolated ion of composition C4H8N3 and charge +1, computed with the ωB97M-V functional and the def2-TZVPD basis.

Atoms and positions in Å:
C -2.11 -0.18 -0.59
C -0.90 -0.51 -1.07
C -0.70 0.15 0.98
C 1.40 -0.43 -0.12
N -1.91 0.24 0.67
N 0.02 -0.31 -0.02
N 2.06 0.73 0.44
H -2.99 -0.33 -1.11
H -0.58 -0.75 -2.07
H -0.30 0.39 1.91
H 1.93 -1.38 0.16
H 1.47 -0.45 -1.23
H -2.60 0.77 1.16
H 2.36 1.46 -0.18
H 2.85 0.59 1.06

Values from the calculation:
Spin multiplicity = 1
Net charge = +1
Lowest unoccupied orbital energy = -3.01 eV
HOMO = -0.5145 Eh
HOMO-LUMO gap = 10.99 eV
SMILES = NC[n+]1cc[nH]c1

#B
An isolated ion of composition C4H8N3 and charge +1, computed with the ωB97M-V functional and the def2-TZVPD basis.

Atoms and positions in Å:
C 0.69 -1.22 0.25
C -1.11 0.04 -0.12
C -2.40 0.65 -0.21
C 2.43 0.61 0.05
N 0.14 0.87 -0.11
N -0.68 -1.22 0.04
N 1.06 0.02 0.11
H 1.29 -2.07 0.49
H -2.47 1.13 -1.20
H -3.22 0.18 0.28
H -2.31 1.60 0.36
H 3.05 -0.11 0.45
H 2.61 0.77 -1.07
H 2.30 1.62 0.49
H -1.33 -2.01 -0.02

Values from the calculation:
Spin multiplicity = 1
Net charge = +1
Lowest unoccupied orbital energy = -3.22 eV
HOMO = -0.5240 Eh
HOMO-LUMO gap = 11.04 eV
SMILES = Cc1n[n+](C)c[nH]1

Least stable structure: #B